The following is a quantum chemistry calculation of 9 unconnected molecules or ions with the total composition C5H29NO10 in a non-equilibrium geometry, from the OMol25 dataset.

```
45
Properties=species:S:1:pos:R:3:forces:R:3
C 0.24386 0.41395 -1.10931 3.60 0.97 1.67
H 3.57986 0.98235 0.30418 0.32 -0.09 -0.70
H -3.29732 -2.97538 -0.48330 -1.07 -0.82 -0.84
O -2.88615 -2.22691 -0.10068 0.94 1.13 1.21
H -3.88511 2.80279 0.05289 1.72 -0.73 0.10
H 0.75199 1.97327 3.02716 0.23 -2.28 -1.15
O 1.20360 3.84871 1.89516 -1.33 0.27 -1.00
H 2.64816 -0.39675 0.95993 -0.38 2.38 -1.39
O -1.61975 -1.76706 -3.50746 -2.51 -1.91 5.06
H -2.08828 -1.00871 1.75334 -3.67 0.04 -2.16
N 1.06498 1.17065 2.40726 -0.16 -0.09 0.51
H 2.10898 1.35478 -1.69188 0.03 -0.88 1.25
H -0.68944 2.73063 2.45121 -1.67 -2.33 0.32
H -1.50313 -3.26697 -0.67201 -6.66 4.17 2.86
O -0.13420 -0.63550 -0.21288 0.78 0.73 -0.04
H 0.77656 -2.15136 -2.43501 2.13 0.72 -1.60
H 1.88536 -2.13839 -3.60151 0.59 -0.67 0.05
C 1.87344 0.51804 -0.93810 -1.98 1.53 -2.60
H 0.80127 2.90270 0.04757 0.62 0.36 0.59
H 2.27821 -0.36442 -1.38629 0.22 -0.53 -0.33
C 2.54504 0.68636 0.40486 0.23 -2.76 2.89
H -1.76611 -1.44047 -4.31282 -0.54 2.03 -4.89
H -0.10904 1.36960 -0.74665 -0.69 0.05 0.18
H 1.19023 -3.59298 -1.11732 0.11 0.46 0.34
H -1.02667 -4.61212 -1.22806 -1.32 -2.62 -0.72
O -2.96341 2.43442 0.21115 -1.74 1.20 1.10
O -1.35128 2.01299 2.78182 0.05 1.34 -0.72
O 1.51133 -2.67724 -1.07724 -0.39 -0.42 1.38
H -0.84697 -1.04799 -0.63526 -1.91 -1.18 -0.65
H 2.54452 3.58100 0.42577 -1.18 -1.23 -0.45
H -1.21565 1.10564 2.38946 -0.06 1.72 0.47
O -1.29827 -1.06535 2.17304 3.19 0.15 3.23
H -2.91385 -1.48774 -0.70740 -0.50 0.04 -0.55
O -0.87080 -3.75822 -0.96028 7.93 -2.11 -2.19
H 1.70701 3.54842 2.64202 0.55 0.12 0.59
H -0.71950 -1.82988 -3.33386 2.71 -0.05 -0.34
H 0.86006 -2.22383 -0.47607 1.00 -0.50 -0.56
H -2.80770 2.70495 1.15948 0.14 -0.66 -1.15
C 1.62330 3.00898 0.78760 1.43 0.47 1.43
C 2.04477 1.64406 1.48146 0.96 2.13 -0.08
H 0.30880 0.56522 2.02605 1.17 1.07 0.46
H -0.61655 -1.16576 1.52212 0.29 -0.12 -0.66
O 1.13000 -1.67375 -3.27753 -2.28 0.39 0.60
H -0.09153 0.30311 -2.14107 0.32 -0.50 0.14
H 2.92986 2.01846 2.19673 -1.22 -0.99 -1.65
```
Forces are in eV/Å.

Calculated values
Energy above the lowest of the compared OMol25 structures with the same formula, charge and spin = 6.487 eV
SMILES string = N[C@H](CO)CCCO.O.O.O.O.O.O.O.O
HOMO = -8.65 eV
Maximum force = 8.5 eV/Å
LUMO energy = 0.1 eV
Net charge = 0
HOMO-LUMO gap = 8.7 eV